Entry 1:
Formula: C4H10IP
Source: OMol25
Level of theory: the ωB97M-V functional and the def2-TZVPD basis

CARTESIAN COORDINATES (ANGSTROEM)
P  0.59  2.10  0.29
H  -2.11  1.06  -0.61
C  -0.90  -0.01  1.34
H  1.62  -0.23  -0.94
H  -0.82  1.04  -1.84
H  -1.34  -0.52  -1.47
H  1.86  1.59  -0.04
C  -1.22  0.48  -1.03
H  0.42  -1.65  -0.69
C  -0.20  0.26  0.06
H  -1.37  0.85  1.70
H  -0.17  -0.30  2.06
H  1.49  -1.03  0.77
I  4.92  -0.02  -0.06
H  -1.47  -0.91  1.11
C  0.98  -0.78  -0.24

Calculated values
Gap between HOMO and LUMO (spin up / spin down) in eV: 8.31 / 5.03
Energy relative to the best compared isomer or geometry (same formula, charge and spin) in kcal per mole: 83.0
Spin multiplicity: 1
LUMO energy (spin up / spin down) in eV: -0.915 / -3.334

=====

Entry 2:
Formula: C4H10N
Source: OMol25
Level of theory: the ωB97M-V functional and the def2-TZVPD basis

CARTESIAN COORDINATES (ANGSTROEM)
N  -0.76  -1.02  -1.17
C  0.85  0.61  1.88
H  0.37  2.16  -1.19
C  -0.46  0.20  -0.30
H  0.89  1.66  1.73
H  1.29  0.25  2.79
H  0.78  -1.21  0.78
C  0.34  1.09  -1.11
H  -0.59  -0.91  1.63
C  0.14  -0.34  1.01
H  -1.55  -0.83  -1.77
H  1.03  0.69  -1.85
H  -0.97  -1.87  -0.66
H  0.06  -1.13  -1.73
H  -1.42  0.66  -0.03

Calculated values
Gap between HOMO and LUMO (spin up / spin down) in eV: 5.60 / 5.57
Energy relative to the best compared isomer or geometry (same formula, charge and spin) in kcal per mole: 80.0
Spin multiplicity: 2
LUMO energy (spin up / spin down) in eV: 0.294 / 0.278

=====

Calculated electronic energy (eV), listed in the same order as above: -21696.41627 -5794.60208